# 1
{
  "formula": "C50H38ClN6OPTl",
  "method": "wB97M-V/def2-TZVPD",
  "symbols": ["Tl", "C", "C", "N", "N", "C", "O", "C", "C", "C", "C", "C", "C", "C", "C", "C", "C", "C", "N", "H", "H", "H", "H", "H", "H", "H", "H", "H", "H", "H", "H", "C", "C", "N", "C", "C", "C", "C", "C", "C", "C", "N", "C", "C", "C", "C", "C", "C", "C", "C", "N", "C", "H", "H", "H", "H", "H", "H", "H", "H", "H", "H", "H", "H", "Cl", "C", "C", "C", "C", "C", "C", "P", "C", "C", "C", "C", "C", "C", "C", "C", "C", "C", "C", "C", "H", "H", "H", "H", "H", "H", "H", "H", "H", "H", "H", "H", "H", "H"],
  "coordinates": [[-0.4383, -1.0499, -0.8253], [3.1895, 1.0064, -3.4733], [2.4431, 0.0346, -2.5962], [1.5557, 0.4172, -1.7319], [1.2647, 1.7133, -1.6127], [0.5131, 2.0061, -0.5439], [0.2597, 1.2485, 0.4156], [0.0396, 3.4203, -0.5267], [0.4466, 4.3445, -1.4863], [-0.0245, 5.6442, -1.4466], [-0.9110, 6.0384, -0.4573], [-1.3218, 5.1233, 0.4976], [-0.8520, 3.8231, 0.4627], [2.7375, -1.3772, -2.6617], [3.6095, -1.9140, -3.6296], [3.9137, -3.2559, -3.6059], [3.3649, -4.0584, -2.6124], [2.4951, -3.4577, -1.7158], [2.1824, -2.1783, -1.7356], [2.7747, 1.9950, -3.2913], [4.2529, 1.0147, -3.2306], [3.0666, 0.7504, -4.5253], [1.1229, 4.0225, -2.2628], [0.3048, 6.3603, -2.1880], [-1.2789, 7.0569, -0.4319], [-2.0085, 5.4287, 1.2756], [-1.1768, 3.0965, 1.1945], [4.0213, -1.2791, -4.3959], [4.5733, -3.6800, -4.3517], [3.6057, -5.1085, -2.5426], [2.0289, -4.0413, -0.9299], [0.1727, -2.1915, -5.4265], [-0.5462, -2.3038, -4.2318], [-0.9685, -1.2697, -3.5449], [-0.7538, -0.0296, -4.0089], [-0.0614, 0.1947, -5.2334], [0.4275, -0.9379, -5.9132], [0.1275, 1.5003, -5.7084], [-0.3043, 2.5615, -4.9469], [-0.9645, 2.3718, -3.7440], [-1.2493, 1.0928, -3.2463], [-1.8701, 0.8138, -2.0882], [-2.7694, 1.5789, -1.4659], [-3.5029, 2.6300, -2.0411], [-4.4521, 3.3483, -1.3358], [-4.7256, 3.0758, -0.0150], [-4.0923, 1.9906, 0.6054], [-4.3794, 1.5927, 1.9286], [-3.8445, 0.4338, 2.4239], [-2.9979, -0.3095, 1.5954], [-2.6418, 0.0822, 0.3971], [-3.1507, 1.2036, -0.1221], [0.5367, -3.0738, -5.9321], [-0.7791, -3.2752, -3.8119], [0.9944, -0.7901, -6.8240], [0.6376, 1.6521, -6.6508], [-0.1323, 3.5732, -5.2954], [-1.2119, 3.2379, -3.1491], [-3.3459, 2.8631, -3.0822], [-4.9859, 4.1465, -1.8373], [-5.4650, 3.6419, 0.5323], [-5.0482, 2.1972, 2.5298], [-4.0526, 0.0975, 3.4292], [-2.5923, -1.2588, 1.9282], [-1.3441, -3.9225, 0.8818], [-0.6610, -4.3602, 2.4079], [-0.7915, -5.6633, 2.8639], [-0.2376, -6.0227, 4.0780], [0.4344, -5.0759, 4.8330], [0.5558, -3.7761, 4.3734], [0.0111, -3.3915, 3.1531], [0.1670, -1.6867, 2.4179], [-0.6061, -0.6770, 3.7264], [-1.5348, -1.1600, 4.6387], [-2.1312, -0.2952, 5.5395], [-1.8209, 1.0541, 5.5254], [-0.9158, 1.5453, 4.5963], [-0.3207, 0.6860, 3.6945], [1.9234, -1.3463, 2.8496], [2.3659, -1.0634, 4.1394], [3.7079, -0.8354, 4.3810], [4.6199, -0.8684, 3.3396], [4.1813, -1.1146, 2.0488], [2.8391, -1.3547, 1.8028], [-1.3116, -6.3880, 2.2588], [-0.3268, -7.0402, 4.4325], [0.8776, -5.3574, 5.7767], [1.0846, -3.0469, 4.9680], [-1.7940, -2.2092, 4.6347], [-2.8521, -0.6736, 6.2516], [-2.2948, 1.7219, 6.2324], [-0.6889, 2.6022, 4.5669], [0.3556, 1.0589, 2.9390], [1.6618, -0.9846, 4.9564], [4.0442, -0.6301, 5.3884], [5.6669, -0.6756, 3.5330], [4.8865, -1.1159, 1.2292], [2.4856, -1.5181, 0.7919]],
  "mol_weight_g_mol": 1009.705,
  "e_lumo_ha": 0.086,
  "orbital_gap_ev": 5.58,
  "charge": -1,
  "e_homo_ev": -3.249
}

# 2
{
  "formula": "C14H41NO7",
  "method": "wB97M-V/def2-TZVPD",
  "symbols": ["C", "C", "C", "C", "C", "C", "C", "C", "C", "N", "O", "H", "H", "H", "H", "H", "H", "H", "H", "H", "H", "H", "H", "H", "H", "H", "H", "H", "H", "H", "C", "O", "H", "H", "H", "H", "C", "O", "H", "H", "H", "H", "C", "O", "H", "H", "H", "H", "C", "O", "H", "H", "H", "H", "C", "O", "H", "H", "H", "H", "O", "H", "H"],
  "coordinates": [[6.2336, 11.2907, -18.5313], [4.8237, 10.7899, -18.8603], [3.9938, 10.7163, -17.5348], [4.0437, 11.8248, -19.7621], [4.3770, 11.7485, -21.2827], [4.1614, 10.2204, -21.7908], [4.9417, 9.1853, -20.9600], [4.4055, 7.8189, -21.1665], [6.3531, 9.2536, -21.4797], [4.8042, 9.4679, -19.5229], [5.4269, 8.5804, -18.7269], [6.6958, 11.6496, -19.4510], [6.1792, 12.0945, -17.7971], [6.9051, 10.6274, -17.9861], [4.3010, 9.8665, -16.9253], [4.2343, 11.5797, -16.9144], [2.9072, 10.6820, -17.6147], [2.9891, 11.8244, -19.4867], [4.3313, 12.8164, -19.4127], [3.6322, 12.3746, -21.7740], [5.4117, 12.0460, -21.4529], [4.5338, 10.2198, -22.8152], [3.1282, 9.8773, -21.8438], [3.4250, 7.6390, -20.7254], [4.9799, 7.0406, -20.6640], [4.3873, 7.4456, -22.1904], [6.6127, 10.2697, -21.7768], [6.4998, 8.5932, -22.3344], [7.0552, 8.9191, -20.7160], [4.6748, 8.0915, -18.3848], [6.2747, 6.6234, -15.3633], [5.7581, 5.4560, -14.6988], [6.4213, 7.5292, -14.7749], [7.2311, 6.3665, -15.8187], [5.6086, 6.8502, -16.1957], [5.0248, 5.8174, -14.1955], [1.8183, 5.6710, -13.5844], [0.9911, 4.5640, -13.4583], [1.3567, 6.1662, -14.4387], [1.7121, 6.4114, -12.7916], [2.8312, 5.3360, -13.8077], [1.4116, 3.7943, -13.8484], [1.7034, 11.6849, -14.1688], [1.5868, 10.2323, -14.0017], [2.6743, 11.9053, -14.6126], [0.9104, 12.0102, -14.8422], [1.8354, 12.2272, -13.2326], [0.6661, 9.9795, -14.1018], [3.1466, 5.8964, -17.4587], [3.1326, 7.0763, -16.6593], [3.4756, 6.2680, -18.4292], [3.8303, 5.0773, -17.2356], [2.1488, 5.4732, -17.5740], [2.2862, 7.4784, -16.8684], [3.6998, 8.5203, -11.1470], [3.9954, 8.3516, -9.8114], [4.5397, 8.9588, -11.6860], [3.4318, 7.5196, -11.4860], [2.8008, 9.1283, -11.2477], [4.2438, 7.4320, -9.6923], [3.6106, 8.1906, -14.3018], [3.3961, 8.1210, -15.2321], [3.1093, 8.9465, -13.9959]],
  "mol_weight_g_mol": 335.482,
  "e_lumo_ha": 0.006,
  "orbital_gap_ev": 8.31,
  "smiles": "CC1(C)CCCC(C)(C)N1O.CO.CO.CO.CO.CO.O",
  "e_homo_ev": -8.133
}